The following is a quantum chemistry calculation of 2 unconnected molecules or ions with the total composition C7H13BF4NO3 in a non-equilibrium geometry, from the Open Molecules 2025 dataset.

```
29
Properties=species:S:1:pos:R:3:forces:R:3
N 2.711661 0.553910 1.126075 -0.102 -0.195 -0.103
C 1.523166 0.802454 0.300082 0.258 0.168 0.031
C 0.881614 -0.504311 -0.148902 0.319 0.432 0.869
C 0.204719 -1.240065 1.007300 -0.360 -0.227 -0.403
C -1.266569 -0.862853 1.308449 0.475 0.074 0.174
C -1.764975 0.467922 0.809280 -0.829 0.121 0.379
C -3.115955 0.492472 0.145715 -0.014 0.644 0.490
O -3.392353 1.921283 0.190999 0.229 0.257 -0.159
C -2.732863 2.407816 1.270119 0.106 1.162 1.003
O -2.690992 3.571525 1.615440 -0.346 -2.083 -0.633
O -2.117814 1.365431 1.921272 0.399 0.951 -0.470
H 3.112052 1.428888 1.425080 0.111 0.169 0.059
H 2.451360 0.053354 1.964153 0.021 -0.037 0.135
H 1.855140 1.346605 -0.578913 0.033 0.034 -0.201
H 0.814527 1.450175 0.828311 -0.197 0.036 0.027
H 0.185598 -0.285529 -0.949801 -0.055 -0.241 -0.332
H 1.693019 -1.113677 -0.526854 -0.046 -0.164 -0.421
H 0.791790 -1.164195 1.917108 0.145 0.155 0.157
H 0.208437 -2.298907 0.763802 0.013 -0.195 0.028
H -1.404210 -0.847443 2.385451 -0.179 -0.068 0.187
H -1.914999 -1.647632 0.931208 -0.165 -0.086 -0.167
H -1.089514 1.067530 0.210064 0.418 -0.433 -0.285
H -3.172432 0.103991 -0.859413 -0.039 0.147 -0.268
H -3.852694 0.070169 0.821884 -0.126 -0.647 -0.148
B 2.421129 -1.430308 -3.579704 -0.012 0.049 -0.040
F 3.708904 -1.049957 -3.982548 0.117 0.022 -0.026
F 1.690708 -0.282404 -3.194589 -0.090 0.119 0.079
F 1.756021 -2.066511 -4.640711 -0.073 -0.078 -0.085
F 2.505525 -2.309733 -2.480358 -0.012 -0.090 0.125
```
Forces are in eV/Å.

HOMO (eV): -6.734
Orbital gap (hartree): 0.346
Energy (a.u.): -979.6398
Total charge: -1

These are the Löwdin partial charges, in e, on atoms 1 to 4: number 1, N, carries 0.00; number 2, C, carries -0.28; number 3, C, carries -0.19; number 4, C, carries -0.17